The following is a quantum chemistry calculation of an isolated molecule of C26H26N2O6, from OMol25.

Cartesian coordinates (Å):
C 0.99 0.05 -1.15
H 2.90 -0.68 -1.78
H -7.89 3.10 -1.15
H -10.11 3.72 -0.21
C 0.27 0.69 -0.15
N -1.71 1.99 0.16
C 4.17 -3.67 -0.10
O -6.86 4.05 0.38
O 5.41 -2.35 2.50
C -5.64 3.46 0.28
C 6.57 -0.41 1.14
C -9.21 4.23 0.14
H -0.80 -3.99 -0.84
H 6.28 -4.07 -0.08
H 0.48 -0.28 -2.04
C 2.91 -3.53 -2.15
O 0.60 -3.24 -2.18
H 5.39 -4.69 1.34
H -9.09 5.16 -0.41
H 7.25 0.12 0.48
H -1.04 2.65 0.53
C 4.12 -3.68 -1.49
H 5.02 -3.82 -2.07
O 5.04 1.22 2.04
C 3.00 0.23 0.16
C 5.23 0.34 1.23
H -3.92 0.71 -0.68
C -3.03 2.45 0.18
C 3.00 -3.47 0.61
C 5.76 -2.60 1.38
C 2.34 -0.17 -1.01
H 2.86 -3.55 -3.23
H 6.99 -0.46 2.15
N 4.35 -0.08 0.28
H -1.39 -3.19 -2.32
C 2.28 0.88 1.16
C -0.65 -3.15 -1.52
H -0.76 -2.21 -0.98
H -4.76 5.20 1.15
O 6.41 -1.71 0.59
C 1.73 -3.35 -1.43
C 0.93 1.11 1.00
H -2.46 4.32 1.06
C 5.48 -3.87 0.63
C 1.78 -3.31 -0.04
H -6.20 1.58 -0.60
C -8.00 3.34 -0.08
H -8.11 2.40 0.48
H 2.79 1.20 2.06
H 3.03 -3.44 1.68
O -1.87 -0.05 -0.85
C -4.10 1.69 -0.28
H -9.31 4.47 1.19
H 0.89 -3.14 0.54
C -1.21 0.82 -0.32
C -5.39 2.19 -0.23
H 0.38 1.57 1.81
C -3.28 3.72 0.70
H 4.69 -0.75 -0.39
C -4.56 4.22 0.75

Calculated values
Total charge: 0
E_LUMO (eV): 0.64
2S+1: 1
Kohn-Sham gap (eV): 8.6
ΔE to the lowest compared entry with this formula, charge and spin (eV): 0.000
SMILES: CCOc1ccc(NC(=O)c2ccc(NC(=O)COC(=O)Cc3ccc(OC)cc3)cc2)cc1